67
Properties=species:S:1:pos:R:3 method="wB97M-V/def2-TZVPD" homo_energy_ev="-13.7722 / -13.7747" relative_energy_ev=0.000 s2=6.04 total_charge=+2 spin_multiplicity=5 gap_ev="6.47 / 6.57"
Mn 0.057 0.716 -0.091
C 4.133 1.845 -0.993
O 3.288 3.023 -0.701
C 2.075 2.575 -0.613
N 1.856 1.318 -0.772
C 3.155 0.640 -0.998
C 3.151 -0.145 -2.285
C 3.650 -1.441 -2.303
C 3.682 -2.154 -3.495
C 3.210 -1.579 -4.664
C 2.710 -0.283 -4.649
C 2.684 0.433 -3.463
C 0.901 3.448 -0.401
C 0.807 4.825 -0.413
C -0.470 5.382 -0.375
C -1.603 4.570 -0.395
C -1.411 3.202 -0.380
N -0.187 2.684 -0.323
C -2.405 2.128 -0.583
N -1.997 0.918 -0.721
C -3.196 0.074 -0.957
C -4.340 1.123 -0.984
O -3.679 2.398 -0.695
C -3.378 -1.011 0.083
C -3.112 -2.337 -0.240
C -3.369 -3.352 0.677
C -3.899 -3.045 1.923
C -4.139 -1.716 2.263
C -3.872 -0.705 1.349
H 4.882 1.795 -0.210
H 4.594 2.024 -1.960
H 3.339 -0.024 -0.154
H 4.005 -1.889 -1.384
H 4.082 -3.159 -3.508
H 3.239 -2.136 -5.591
H 2.351 0.171 -5.563
H 2.305 1.450 -3.464
H 1.694 5.439 -0.474
H -0.584 6.458 -0.379
H -2.599 4.987 -0.444
H -3.092 -0.393 -1.934
H -5.104 0.967 -0.227
H -4.808 1.213 -1.961
H -2.722 -2.591 -1.219
H -3.181 -4.382 0.401
H -4.148 -3.837 2.618
H -4.562 -1.467 3.229
H -4.069 0.325 1.630
N -0.885 -2.065 2.652
C 0.528 -1.550 2.516
C 1.419 -2.175 3.580
P 0.429 0.289 2.584
O 0.167 0.596 4.110
O 1.642 0.888 1.974
O -0.836 0.579 1.770
P 1.138 -2.008 0.823
O 0.432 -3.436 0.654
O 2.596 -2.027 0.759
O 0.333 -1.099 -0.155
H -1.187 -2.057 3.628
H -0.960 -3.021 2.288
H -1.538 -1.476 2.110
H 1.061 -1.930 4.581
H 2.431 -1.791 3.464
H 1.465 -3.260 3.473
H 0.784 1.202 4.544
H 1.056 -4.145 0.437